Formula: C31H37MnN4S
Source: the OMol25 dataset
Level of theory: ωB97M-V/def2-TZVPD

```
74
Properties=species:S:1:pos:R:3:forces:R:3
Mn -1.26560 1.44266 1.80811 0.07 0.17 -0.38
C -1.15593 -4.98234 -0.97624 -0.04 0.04 0.01
C -2.16533 -3.96939 -1.54087 0.00 -0.01 0.00
C -3.56782 -4.57078 -1.46306 0.05 0.03 0.00
C -1.83120 -3.66291 -3.00900 -0.03 0.01 0.04
C -2.05632 -2.68345 -0.73892 -0.02 0.03 0.03
C -3.11358 -2.13935 -0.01506 0.04 0.02 0.00
C -2.92606 -0.96827 0.69369 -0.05 0.00 -0.06
N -1.76203 -0.31601 0.72594 0.04 -0.08 0.01
C -0.71582 -0.82970 0.04289 -0.02 0.03 0.07
C -0.84329 -1.98764 -0.69304 0.03 -0.01 -0.02
C 0.56245 -0.07025 0.15940 -0.04 0.05 0.02
C 1.75148 -0.50788 -0.39256 0.06 0.00 0.00
C 2.92785 0.22542 -0.24018 -0.12 0.07 0.07
C 2.82772 1.42488 0.47120 -0.05 -0.07 -0.03
C 1.61730 1.81398 0.99645 0.05 0.04 -0.03
N 0.50366 1.08129 0.85691 0.07 -0.12 0.07
C 4.26115 -0.23085 -0.80184 0.05 0.01 -0.02
C 4.77683 0.83890 -1.77737 -0.01 -0.05 0.00
C 4.14905 -1.56313 -1.54171 0.04 0.04 0.03
C 5.25204 -0.38830 0.36374 -0.05 -0.02 -0.04
H -1.22486 -5.91199 -1.53873 0.00 -0.03 -0.02
H -1.36789 -5.20348 0.07016 0.01 -0.02 0.02
H -0.12879 -4.62547 -1.05197 0.03 0.00 0.00
H -3.59816 -5.48670 -2.04991 0.00 -0.03 -0.02
H -4.32161 -3.89648 -1.87143 -0.03 0.01 -0.01
H -3.83977 -4.83108 -0.43964 -0.02 -0.01 0.02
H -1.90565 -4.57819 -3.59417 0.00 -0.02 -0.02
H -0.81885 -3.27644 -3.12896 0.03 0.01 -0.01
H -2.53100 -2.93755 -3.42647 -0.01 0.01 -0.02
H -4.08081 -2.61599 0.01165 -0.03 -0.01 0.00
H -3.74132 -0.53060 1.25827 0.01 0.00 0.01
H 0.00504 -2.37419 -1.23656 0.01 -0.01 -0.01
H 1.77502 -1.43829 -0.93576 -0.01 -0.02 0.00
H 3.68885 2.05818 0.62424 0.03 0.02 0.01
H 1.51964 2.73964 1.55214 0.01 -0.05 -0.01
H 4.11180 0.94003 -2.63633 -0.02 0.02 -0.02
H 5.75821 0.54482 -2.14733 0.02 0.00 -0.02
H 4.88180 1.81328 -1.30249 0.01 0.04 0.03
H 3.47140 -1.50025 -2.39492 -0.02 -0.01 -0.03
H 3.82129 -2.36685 -0.88061 -0.01 -0.04 0.00
H 5.12938 -1.83881 -1.92707 0.01 -0.02 -0.01
H 5.41683 0.55007 0.89132 0.00 0.04 0.02
H 6.21296 -0.72233 -0.02476 0.03 -0.01 -0.01
H 4.89980 -1.13131 1.07975 0.00 -0.02 0.03
N -4.71805 2.74931 -0.44844 0.07 0.02 0.00
C -3.39826 2.87676 -0.30819 -0.10 0.08 -0.06
S -2.80865 3.26229 1.26808 0.08 -0.14 0.12
N -2.64650 2.74246 -1.39839 -0.02 0.02 0.04
C -1.23759 2.98411 -1.55199 -0.06 -0.07 0.00
C -0.50971 2.05478 -2.28021 -0.05 -0.04 0.02
C 0.83124 2.28938 -2.53929 0.05 0.00 0.02
C 1.43934 3.44180 -2.06175 -0.02 -0.01 -0.01
C 0.70199 4.36736 -1.33490 -0.02 -0.06 -0.05
C -0.64520 4.14957 -1.08892 -0.01 -0.01 0.03
H -5.30653 2.89631 0.35572 0.02 -0.02 0.00
H -5.16221 2.70727 -1.35317 -0.01 0.01 -0.01
H -3.13028 2.49358 -2.25294 0.05 0.02 0.03
H -0.99935 1.16448 -2.65804 0.01 -0.02 -0.01
H 1.39651 1.57718 -3.12536 0.01 -0.01 -0.02
H 2.48143 3.63183 -2.27924 0.03 0.00 0.00
H 1.16586 5.27962 -0.98821 0.01 0.04 0.02
H -1.23065 4.88579 -0.56177 -0.04 0.07 0.04
C -0.67756 1.13178 6.30859 -0.05 0.01 -0.06
C -1.83960 1.22202 5.55725 0.03 -0.01 0.10
C -1.74151 1.29496 4.16918 0.00 0.01 -0.06
C -0.48453 1.27921 3.59765 -0.22 0.05 0.13
C 0.68713 1.18151 4.31355 0.09 -0.01 -0.07
C 0.57270 1.11175 5.69704 -0.05 0.00 -0.03
H -0.74660 1.07401 7.38578 0.01 0.00 0.02
H -2.80862 1.23574 6.03549 -0.02 0.00 0.00
H -2.66697 1.38006 3.57857 0.02 -0.01 0.08
H 1.65631 1.15932 3.83425 0.02 0.00 0.00
H 1.46596 1.03888 6.30073 0.04 0.00 0.02
```
Positions in Å, forces in eV/Å.

spin multiplicity	5
HOMO (spin up / spin down)	-14.42 / -14.44	eV
relative energy (zero: lowest compared OMol25 entry of this formula, charge and spin)	0.0	kJ/mol
maximum force	0.0083	hartree/bohr
<S²>	6.343
frontier orbital gap (spin up / spin down)	7.2 / 8.1	eV
net charge	+2